{
  "formula": "C64H162B2CoF8N10O24",
  "method": "ωB97M-V/def2-TZVPD",
  "homo_energy_ev": [-8.3, -8.3],
  "orbital_gap_ev": [8.54, 8.54],
  "spin_multiplicity": 4,
  "total_charge": 0,
  "fmax_ha_per_bohr": 0.079,
  "s_squared": 3.7546,
  "species": ["Co", "B", "F", "F", "F", "F", "B", "F", "F", "F", "F", "C", "O", "C", "C", "N", "C", "C", "O", "C", "H", "H", "H", "H", "H", "H", "H", "H", "H", "H", "H", "H", "H", "H", "H", "C", "O", "C", "C", "N", "C", "C", "O", "C", "H", "H", "H", "H", "H", "H", "H", "H", "H", "H", "H", "H", "H", "H", "H", "C", "O", "C", "C", "N", "C", "C", "O", "C", "H", "H", "H", "H", "H", "H", "H", "H", "H", "H", "H", "H", "H", "H", "H", "C", "O", "C", "C", "N", "C", "C", "O", "C", "H", "H", "H", "H", "H", "H", "H", "H", "H", "H", "H", "H", "H", "H", "H", "C", "O", "C", "C", "N", "C", "C", "O", "C", "H", "H", "H", "H", "H", "H", "H", "H", "H", "H", "H", "H", "H", "H", "H", "C", "O", "C", "C", "N", "C", "C", "O", "C", "H", "H", "H", "H", "H", "H", "H", "H", "H", "H", "H", "H", "H", "H", "H", "C", "O", "C", "C", "N", "C", "C", "O", "C", "H", "H", "H", "H", "H", "H", "H", "H", "H", "H", "H", "H", "H", "H", "H", "C", "O", "C", "C", "N", "C", "C", "O", "C", "H", "H", "H", "H", "H", "H", "H", "H", "H", "H", "H", "H", "H", "H", "H", "C", "O", "C", "C", "N", "C", "C", "O", "C", "H", "H", "H", "H", "H", "H", "H", "H", "H", "H", "H", "H", "H", "H", "H", "C", "O", "C", "C", "N", "C", "C", "O", "C", "H", "H", "H", "H", "H", "H", "H", "H", "H", "H", "H", "H", "H", "H", "H", "C", "C", "O", "O", "H", "H", "H", "H", "H", "H", "C", "C", "O", "O", "H", "H", "H", "H", "H", "H"],
  "xyz": [[-0.016, 3.893, 0.383], [-1.144, 5.451, -2.166], [-1.047, 5.068, -0.847], [-0.933, 6.811, -2.282], [-0.239, 4.651, -2.793], [-2.357, 5.176, -2.789], [-0.776, 1.343, -0.125], [-0.462, 0.357, -1.002], [-1.205, 2.477, -0.743], [-1.798, 0.864, 0.641], [0.312, 1.558, 0.597], [5.687, -7.905, -3.041], [4.882, -6.743, -3.432], [4.316, -5.976, -2.280], [3.655, -4.657, -2.773], [4.545, -3.702, -3.481], [3.730, -2.625, -3.972], [4.611, -1.509, -4.597], [4.945, -1.857, -5.904], [5.884, -0.908, -6.393], [5.576, -8.187, -1.994], [6.752, -7.704, -3.153], [5.289, -8.733, -3.627], [5.193, -5.821, -1.653], [3.642, -6.698, -1.817], [3.376, -4.211, -1.818], [2.763, -4.953, -3.326], [4.720, -4.195, -4.345], [3.120, -2.116, -3.226], [3.153, -3.031, -4.803], [5.506, -1.383, -3.988], [4.130, -0.531, -4.611], [5.731, -0.639, -7.438], [6.871, -1.353, -6.266], [5.908, 0.074, -5.922], [-7.307, -0.611, 3.652], [-6.049, -1.041, 3.095], [-6.124, -1.821, 1.895], [-4.659, -1.902, 1.359], [-3.814, -2.499, 2.358], [-2.426, -2.066, 2.031], [-1.399, -3.133, 2.537], [-1.434, -3.425, 3.970], [-0.393, -4.403, 4.266], [-7.907, -1.511, 3.785], [-7.703, 0.114, 2.940], [-7.150, -0.196, 4.647], [-6.797, -1.383, 1.159], [-6.480, -2.826, 2.120], [-4.333, -0.907, 1.055], [-4.641, -2.491, 0.441], [-4.078, -1.954, 3.167], [-2.155, -1.128, 2.516], [-2.241, -1.954, 0.962], [-0.384, -2.799, 2.320], [-1.483, -4.039, 1.937], [0.536, -3.854, 4.109], [-0.400, -5.220, 3.545], [-0.400, -4.768, 5.293], [-0.276, -0.364, 4.902], [1.093, 0.001, 4.790], [1.493, -0.215, 3.412], [2.852, 0.533, 3.233], [2.800, 1.966, 3.375], [4.158, 2.469, 3.071], [4.358, 3.874, 3.701], [3.599, 4.804, 2.930], [3.284, 5.994, 3.674], [-0.492, -1.413, 4.699], [-0.868, 0.213, 4.191], [-0.644, -0.038, 5.875], [0.839, 0.074, 2.590], [1.587, -1.289, 3.249], [3.148, 0.320, 2.206], [3.526, 0.017, 3.918], [2.490, 2.134, 4.321], [4.253, 2.529, 1.987], [4.952, 1.861, 3.505], [5.402, 4.183, 3.730], [4.050, 3.749, 4.739], [3.029, 6.795, 2.981], [4.202, 6.220, 4.217], [2.453, 6.005, 4.380], [-4.681, 2.610, 3.601], [-3.983, 2.479, 4.862], [-4.121, 1.108, 5.359], [-3.224, 0.874, 6.653], [-3.834, 1.456, 7.821], [-2.998, 1.040, 8.982], [-3.587, 1.869, 10.188], [-2.814, 1.519, 11.332], [-3.294, 2.180, 12.522], [-5.758, 2.476, 3.704], [-4.273, 1.893, 2.889], [-4.477, 3.551, 3.090], [-3.783, 0.403, 4.600], [-5.169, 0.895, 5.572], [-2.269, 1.369, 6.478], [-3.111, -0.200, 6.803], [-4.010, 2.450, 7.806], [-1.950, 1.238, 8.756], [-3.124, -0.031, 9.139], [-4.615, 1.600, 10.428], [-3.578, 2.938, 9.977], [-3.144, 3.254, 12.405], [-2.692, 1.755, 13.325], [-4.340, 2.031, 12.788], [3.422, -10.156, -0.623], [2.712, -9.060, -1.152], [1.351, -9.196, -1.079], [0.817, -7.742, -1.357], [1.240, -6.908, -0.258], [1.076, -5.475, -0.425], [1.815, -4.733, 0.693], [3.277, -4.935, 0.717], [4.006, -4.334, 1.807], [3.080, -11.095, -1.057], [3.212, -10.315, 0.435], [4.477, -10.027, -0.865], [1.011, -9.387, -0.061], [1.046, -10.049, -1.686], [-0.237, -7.707, -1.632], [1.384, -7.349, -2.201], [2.227, -7.117, -0.292], [0.016, -5.233, -0.498], [1.567, -5.106, -1.325], [1.417, -4.944, 1.686], [1.574, -3.686, 0.507], [4.371, -5.124, 2.464], [3.522, -3.439, 2.197], [4.860, -3.944, 1.253], [11.463, -1.420, -0.723], [10.891, -0.704, 0.341], [9.554, -1.144, 0.690], [8.498, -0.852, -0.453], [7.183, -0.746, 0.212], [6.154, -0.548, -0.791], [4.793, -1.008, -0.276], [3.855, -0.496, -1.125], [2.437, -0.807, -0.746], [10.932, -1.452, -1.674], [11.623, -2.478, -0.518], [12.382, -0.964, -1.092], [9.331, -0.545, 1.572], [9.486, -2.179, 1.025], [8.568, -1.646, -1.197], [8.753, 0.081, -0.956], [7.029, -1.634, 0.668], [6.352, -1.071, -1.726], [6.143, 0.509, -1.059], [4.610, -0.663, 0.742], [4.745, -2.090, -0.156], [2.253, -1.844, -0.466], [1.804, -0.510, -1.583], [2.127, -0.173, 0.085], [-7.040, 2.326, 0.829], [-6.362, 3.563, 0.904], [-5.367, 3.720, -0.162], [-4.811, 5.163, -0.067], [-4.054, 5.496, 1.204], [-3.795, 6.919, 1.308], [-5.035, 7.734, 1.733], [-5.557, 7.156, 2.952], [-6.912, 7.557, 3.105], [-7.994, 2.428, 1.346], [-6.357, 1.532, 1.132], [-7.292, 2.182, -0.221], [-5.795, 3.606, -1.158], [-4.477, 3.094, -0.219], [-5.694, 5.797, -0.145], [-4.256, 5.501, -0.942], [-4.796, 5.470, 1.888], [-3.402, 7.366, 0.395], [-3.054, 7.065, 2.094], [-5.833, 7.559, 1.011], [-4.879, 8.809, 1.823], [-6.977, 8.634, 2.947], [-7.148, 7.299, 4.138], [-7.631, 6.971, 2.532], [1.077, 0.517, -4.279], [0.903, 1.094, -5.600], [-0.419, 1.538, -5.892], [-0.844, 2.762, -5.043], [-2.227, 3.269, -5.300], [-2.377, 3.785, -6.713], [-3.855, 4.303, -6.845], [-4.141, 5.559, -6.250], [-4.946, 5.546, -5.042], [2.137, 0.472, -4.030], [0.744, -0.518, -4.358], [0.583, 1.108, -3.508], [-1.119, 0.726, -5.698], [-0.520, 1.703, -6.965], [-0.061, 3.487, -5.268], [-0.842, 2.438, -4.002], [-2.459, 4.003, -4.646], [-2.197, 2.966, -7.410], [-1.668, 4.612, -6.740], [-4.617, 3.531, -6.744], [-3.945, 4.489, -7.915], [-5.984, 5.250, -5.194], [-4.908, 6.424, -4.397], [-4.569, 4.742, -4.409], [-0.007, 7.024, 1.370], [0.625, 5.895, 0.875], [1.546, 6.246, -0.164], [2.385, 5.029, -0.393], [1.612, 3.878, -0.892], [2.567, 2.778, -1.229], [3.393, 3.006, -2.545], [2.482, 3.537, -3.543], [3.210, 3.665, -4.737], [0.639, 7.894, 1.483], [-0.419, 6.832, 2.361], [-0.814, 7.332, 0.705], [2.205, 7.065, 0.125], [1.004, 6.553, -1.058], [2.990, 4.794, 0.484], [3.124, 5.284, -1.152], [1.357, 3.985, -1.864], [1.989, 1.875, -1.429], [3.268, 2.427, -0.471], [3.819, 2.049, -2.849], [4.268, 3.640, -2.403], [3.522, 2.737, -5.217], [4.000, 4.416, -4.722], [2.575, 4.162, -5.470], [-0.324, -2.579, -2.416], [-0.935, -3.682, -3.003], [-0.721, -3.840, -4.387], [-1.525, -5.050, -4.859], [-0.958, -6.244, -4.264], [-1.583, -7.476, -4.816], [-1.326, -8.696, -3.886], [-2.092, -8.783, -2.689], [-3.372, -9.384, -2.838], [-0.442, -2.604, -1.333], [-0.816, -1.666, -2.752], [0.751, -2.519, -2.585], [0.336, -4.082, -4.500], [-0.925, -2.935, -4.959], [-1.531, -5.178, -5.942], [-2.572, -4.874, -4.614], [-0.977, -6.194, -3.255], [-1.200, -7.622, -5.826], [-2.638, -7.208, -4.865], [-0.256, -8.637, -3.691], [-1.531, -9.579, -4.491], [-4.040, -9.448, -1.979], [-3.289, -10.412, -3.191], [-3.951, -8.827, -3.575], [-3.578, 1.031, -2.947], [-3.915, -0.357, -2.379], [-5.331, -0.548, -2.173], [-3.814, 1.206, -4.342], [-2.568, 1.298, -2.636], [-4.204, 1.758, -2.430], [-3.328, -0.537, -1.479], [-3.461, -1.007, -3.126], [-5.499, -1.461, -2.418], [-3.475, 2.045, -4.665], [-0.108, 4.002, 3.343], [-1.543, 3.790, 2.960], [-1.758, 4.231, 1.669], [0.788, 3.542, 2.280], [0.134, 3.538, 4.300], [0.173, 5.050, 3.444], [-2.201, 4.201, 3.725], [-1.753, 2.721, 2.933], [-2.618, 4.651, 1.591], [1.643, 3.302, 2.643]],
  "mulliken_charge": [0.410, -0.228, -0.053, -0.327, -0.006, -0.307, -0.384, 0.104, -0.293, -0.513, 0.426, -0.713, -0.416, -0.649, 0.365, -0.444, 0.843, -0.522, -0.476, -0.826, 0.164, 0.305, 0.288, 0.479, 0.169, -0.294, 0.144, 0.376, -0.838, 0.664, 0.294, 0.154, 0.304, 0.302, 0.303, -0.737, -0.111, -1.034, 0.343, -0.469, 0.627, -0.667, -0.525, -0.628, 0.348, 0.219, 0.169, 0.440, 0.472, -0.208, 0.323, 0.348, -0.226, 0.081, -0.008, 0.608, 0.164, 0.328, 0.310, 0.223, -0.575, 0.330, -0.720, 0.001, -0.278, -1.065, -0.133, -0.914, -0.046, -0.248, 0.357, -0.447, 0.501, -0.319, 0.601, 0.308, -0.053, 0.535, 0.499, 0.450, 0.188, 0.453, 0.280, -0.099, -0.390, 0.239, -0.972, -0.377, -0.564, -0.442, -0.302, -0.740, 0.557, 0.079, -0.223, -0.128, 0.139, 0.431, 0.519, 0.333, 0.254, 0.240, 0.364, 0.332, 0.304, 0.243, 0.304, -0.898, -0.057, -1.195, -0.279, -0.443, 0.093, -0.066, -0.330, -0.669, 0.325, 0.350, 0.191, 0.447, 0.445, 0.607, 0.255, 0.253, 0.731, -0.610, 0.685, -0.328, 0.314, 0.150, 0.203, -0.771, -0.348, -0.593, -0.579, -0.229, -0.751, -0.194, 0.205, 0.916, 0.275, 0.320, 0.307, 0.342, 0.347, 0.399, 0.346, 0.275, 0.291, 0.270, 0.209, -0.134, -0.038, -0.675, -0.227, -0.773, -0.376, -0.283, -1.441, -0.160, -0.511, -0.817, -0.351, -0.780, 0.269, 0.162, 0.426, 0.740, -0.045, 0.440, 0.608, 0.225, 0.333, -0.013, 0.402, 0.563, 0.337, 0.254, 0.290, 0.963, -0.466, -0.757, 0.410, 0.821, -0.603, -0.862, -0.413, -0.408, -1.098, 0.497, -0.261, 0.315, 0.259, 0.364, -0.896, -0.131, 0.419, 0.370, 0.286, 0.468, 0.370, 0.316, -0.069, -1.186, 0.410, -1.248, -0.563, 1.905, 0.464, -1.570, 0.117, -1.045, 0.519, 0.160, 0.137, 0.816, 0.096, 0.216, 0.647, -0.098, -1.291, 0.226, 0.344, 0.650, 0.272, 0.387, 0.310, 0.756, -0.348, -0.027, -1.245, -0.054, -0.476, -0.871, -0.284, -0.827, -0.089, 0.071, -0.421, -0.071, 0.415, 0.539, 0.452, -0.003, 0.333, 0.359, 0.200, 0.621, 0.299, 0.321, 0.284, 0.783, -0.179, -0.581, -0.753, -0.283, -0.184, 0.060, 0.296, 0.326, 0.300, -1.088, -0.129, 1.269, 1.201, 0.543, -0.032, 0.668, -0.216, -0.338, -0.803]
}